Density functional theory data (ωB97M-V/def2-TZVPD) for the molecule C4H7NO3.

The geometry in XYZ format:
```
15
Properties=species:S:1:pos:R:3:forces:R:3:lowdin_charge:R:1
C 0.553 0.497 1.204 -0.4 0.4 -2.0 0.147
C 0.317 -0.160 -1.006 0.1 -0.6 -1.4 -0.113
C -0.987 0.621 -0.505 5.4 3.3 0.3 -0.027
C 1.491 -0.046 0.069 -3.6 1.7 -0.2 -0.441
N -2.218 0.042 -0.241 -1.6 -0.1 1.5 -0.455
O -3.270 0.673 -0.204 0.6 1.1 -0.8 0.053
O -2.202 -1.108 0.126 0.7 -2.2 0.1 0.048
O 2.050 -1.247 0.407 0.9 -0.6 0.1 -0.004
H 0.937 1.448 1.683 -1.3 -1.3 -0.1 0.101
H -0.093 -0.304 1.611 0.6 0.9 0.5 0.085
H 0.163 -1.253 -1.071 -0.5 0.5 0.2 0.109
H 0.602 0.100 -2.081 -0.4 0.1 1.4 0.122
H -0.975 1.756 -0.736 -0.5 -2.3 0.3 0.150
H 2.259 0.684 -0.157 0.1 -0.1 -0.3 0.135
H 1.374 -1.704 0.900 -0.1 -0.7 0.2 0.089
```
Positions in Å, forces in eV/Å.

E_HOMO (spin up / spin down) ... -9.46 / -9.40 eV
Relative energy (zero: lowest compared OMol25 entry of this formula, charge and spin) ... 8.187 eV
Orbital gap (spin up / spin down) ... 8.3 / 7.9 eV
Net charge ... 0